(1)
{
  "formula": "C33H39Br2F6N4O7PPtS2",
  "method": "ωB97M-V with the def2-TZVPD basis set",
  "e_homo_ev": -8.2,
  "homo_lumo_gap_ev": 6.9676,
  "relative_energy_kj_mol": 0.0,
  "e_lumo_ev": -1.2153,
  "symbols": ["Pt", "Br", "C", "C", "C", "N", "C", "C", "C", "C", "C", "Br", "C", "C", "N", "H", "H", "H", "H", "H", "H", "C", "C", "C", "C", "C", "C", "C", "C", "N", "C", "C", "C", "C", "C", "C", "C", "C", "C", "C", "H", "H", "H", "H", "H", "H", "H", "H", "H", "H", "H", "H", "H", "H", "H", "H", "H", "H", "H", "H", "H", "H", "H", "H", "F", "C", "F", "F", "S", "O", "O", "N", "S", "O", "O", "C", "F", "F", "F", "C", "O", "P", "O", "C", "O", "C", "H", "H", "H", "H", "H", "H", "H", "H", "H"],
  "positions_angstrom": [[-0.308, -0.147, 0.185], [-5.813, -3.813, 1.003], [-4.245, -2.820, 0.722], [-3.031, -3.454, 0.579], [-1.905, -2.669, 0.392], [-1.962, -1.345, 0.333], [-3.148, -0.732, 0.479], [-4.314, -1.434, 0.674], [-3.055, 0.725, 0.450], [-4.109, 1.598, 0.625], [-3.845, 2.954, 0.628], [-5.249, 4.176, 0.852], [-2.546, 3.409, 0.478], [-1.544, 2.479, 0.304], [-1.800, 1.170, 0.265], [-2.930, -4.525, 0.662], [-0.921, -3.112, 0.330], [-5.256, -0.924, 0.809], [-5.111, 1.226, 0.773], [-2.309, 4.462, 0.504], [-0.504, 2.760, 0.204], [5.714, 0.836, 2.889], [4.218, 0.921, 2.728], [3.420, 1.424, 3.739], [2.039, 1.477, 3.586], [1.162, 1.996, 4.694], [1.477, 1.025, 2.400], [2.255, 0.529, 1.348], [3.635, 0.484, 1.541], [1.577, 0.102, 0.153], [2.313, 0.050, -1.136], [3.106, 1.335, -1.424], [3.838, 1.213, -2.764], [2.816, 1.064, -3.893], [1.989, -0.199, -3.648], [2.911, -1.419, -3.675], [3.930, -1.289, -2.542], [4.758, -0.013, -2.736], [3.194, -1.221, -1.200], [1.302, -0.102, -2.281], [6.039, 1.311, 3.814], [6.230, 1.324, 2.059], [6.045, -0.204, 2.914], [3.873, 1.779, 4.659], [1.691, 2.732, 5.300], [0.842, 1.180, 5.345], [0.253, 2.452, 4.299], [0.397, 1.061, 2.309], [4.304, 0.118, 0.780], [3.816, 1.566, -0.634], [2.395, 2.170, -1.459], [4.436, 2.114, -2.921], [3.323, 1.000, -4.861], [2.164, 1.944, -3.924], [1.213, -0.295, -4.412], [3.419, -1.485, -4.642], [2.328, -2.336, -3.550], [4.593, -2.158, -2.538], [5.322, -0.075, -3.672], [5.488, 0.087, -1.926], [3.910, -1.278, -0.384], [2.529, -2.082, -1.081], [0.684, -0.992, -2.113], [0.623, 0.757, -2.277], [-3.925, -1.687, 5.443], [-3.798, -0.648, 4.629], [-4.195, 0.455, 5.263], [-4.611, -0.834, 3.571], [-2.052, -0.448, 4.083], [-2.126, 0.633, 3.131], [-1.311, -0.258, 5.291], [-1.787, -1.782, 3.290], [-1.090, -3.078, 3.880], [-1.216, -3.273, 5.288], [-1.356, -4.164, 2.976], [0.700, -2.736, 3.593], [1.099, -1.652, 4.249], [0.947, -2.552, 2.282], [1.415, -3.781, 4.008], [-2.697, 0.300, -5.617], [-1.894, -0.147, -4.516], [-2.291, 0.168, -2.975], [-2.644, 1.770, -3.014], [-1.556, 2.674, -3.173], [-3.879, -0.229, -2.905], [-4.158, -1.630, -2.889], [-2.081, 0.922, -6.265], [-3.559, 0.872, -5.274], [-3.037, -0.570, -6.176], [-1.939, 3.675, -2.988], [-1.149, 2.628, -4.186], [-0.749, 2.466, -2.464], [-3.415, -2.184, -2.307], [-4.174, -2.030, -3.904], [-5.137, -1.767, -2.435]],
  "forces_ev_per_a": [[0.37, -0.51, 0.11], [0.00, 0.00, 0.00], [-0.08, 0.10, 0.00], [0.15, 0.01, -0.01], [0.08, -0.13, 0.05], [-0.07, 0.06, 0.00], [-0.08, -0.05, 0.00], [-0.12, -0.12, 0.00], [0.18, 0.20, -0.08], [-0.09, -0.03, -0.02], [-0.02, -0.05, -0.01], [-0.02, 0.03, 0.01], [0.08, 0.11, -0.01], [-0.10, -0.07, -0.02], [-0.29, 0.29, 0.14], [0.00, 0.00, 0.00], [-0.01, 0.00, -0.02], [0.00, -0.02, 0.00], [0.00, 0.04, 0.00], [-0.02, -0.01, 0.00], [-0.02, 0.03, -0.01], [0.00, 0.00, -0.01], [0.09, -0.04, -0.07], [0.00, 0.01, 0.05], [-0.11, 0.00, -0.05], [-0.01, -0.04, -0.03], [-0.01, 0.13, 0.09], [-0.04, -0.02, 0.03], [0.10, -0.06, -0.01], [0.07, 0.18, 0.07], [0.08, -0.16, -0.04], [-0.03, 0.03, 0.00], [0.00, -0.01, -0.02], [0.00, -0.01, 0.00], [0.00, 0.02, 0.02], [-0.01, 0.00, 0.02], [-0.02, 0.02, -0.02], [0.01, 0.01, 0.01], [0.01, 0.05, 0.04], [-0.03, 0.03, -0.11], [-0.01, 0.00, -0.01], [-0.01, -0.01, 0.01], [0.00, 0.01, 0.00], [-0.01, -0.02, -0.02], [-0.01, -0.01, -0.01], [0.01, -0.01, 0.00], [0.01, -0.01, 0.00], [0.00, 0.00, -0.04], [-0.03, -0.03, -0.03], [0.04, -0.02, 0.03], [0.02, -0.02, 0.01], [0.00, 0.01, -0.01], [0.00, 0.00, 0.01], [0.01, -0.01, 0.00], [0.01, -0.01, -0.01], [0.00, 0.00, 0.01], [0.00, 0.01, 0.00], [0.00, 0.00, 0.00], [-0.01, 0.00, 0.00], [0.00, 0.00, -0.01], [-0.01, 0.05, 0.00], [0.00, -0.01, -0.01], [0.04, 0.02, -0.02], [0.03, -0.02, 0.02], [-0.06, 0.00, -0.02], [0.00, 0.00, -0.01], [-0.04, -0.01, 0.00], [0.03, 0.02, 0.08], [0.10, 0.01, -0.01], [-0.03, 0.02, 0.02], [-0.02, 0.04, -0.01], [-0.02, 0.01, -0.04], [0.03, -0.03, -0.08], [-0.01, -0.02, 0.00], [-0.05, 0.01, 0.03], [0.02, 0.03, -0.07], [0.03, 0.00, -0.02], [-0.05, -0.02, 0.16], [0.05, 0.00, -0.02], [-0.01, 0.00, 0.00], [-0.02, 0.03, -0.05], [-0.12, 0.08, -0.06], [-0.01, -0.05, 0.05], [0.03, -0.03, 0.00], [0.06, -0.06, 0.01], [0.01, 0.01, 0.01], [0.00, 0.00, 0.00], [0.00, 0.00, 0.00], [0.00, -0.01, 0.00], [-0.02, 0.01, 0.00], [0.00, -0.01, -0.01], [-0.01, -0.02, 0.01], [0.01, 0.02, 0.02], [0.01, 0.01, -0.01], [-0.01, 0.01, 0.00]]
}

=====

(2)
{
  "formula": "C2H2BaF",
  "method": "ωB97M-V with the def2-TZVPD basis set",
  "e_homo_ev": [-5.2, -8.8],
  "homo_lumo_gap_ev": [4.8877, 8.4431],
  "e_lumo_ev": [-0.3080, -0.3300],
  "spin_multiplicity": 2,
  "symbols": ["F", "H", "C", "C", "H", "Ba"],
  "positions_angstrom": [[0.738, -0.638, -2.473], [0.181, 0.134, -2.212], [-0.367, 0.357, 0.903], [0.426, -0.584, 0.773], [0.907, -1.547, 0.678], [-1.884, 2.279, 2.330]],
  "forces_ev_per_a": [[-1.64, 2.29, 0.55], [1.68, -2.37, -0.45], [0.46, -0.11, 0.36], [-1.16, 0.33, 0.19], [0.05, 0.62, -0.06], [0.61, -0.76, -0.58]]
}

=====

(3)
{
  "formula": "C4H6NOS",
  "method": "ωB97M-V with the def2-TZVPD basis set",
  "e_homo_ev": [-1.4, -2.7],
  "homo_lumo_gap_ev": [5.1682, 6.3385],
  "e_lumo_ev": [3.7335, 3.6818],
  "charge": -1,
  "spin_multiplicity": 3,
  "symbols": ["C", "C", "C", "C", "N", "O", "S", "H", "H", "H", "H", "H", "H"],
  "positions_angstrom": [[1.264, 1.470, -0.777], [1.460, 1.257, 0.659], [-0.902, -0.379, 0.618], [-1.144, -1.856, 0.533], [0.258, 0.873, -1.320], [0.165, 0.817, -2.592], [0.450, 0.125, 1.518], [1.911, 2.070, -1.418], [2.001, 1.972, 1.311], [-1.529, 0.337, 0.076], [-2.250, -1.892, 0.714], [-0.645, -2.505, 1.182], [-1.040, -2.288, -0.505]],
  "forces_ev_per_a": [[1.42, 0.55, 3.35], [-0.12, 1.59, -2.54], [0.03, -0.19, -0.23], [-2.76, 1.21, -2.26], [-1.06, -1.69, -0.83], [-0.08, 0.55, -0.75], [0.50, -0.02, 1.28], [0.36, 0.03, 0.15], [-0.25, -0.67, -0.59], [0.24, -0.58, 0.50], [0.63, -0.73, 0.03], [0.93, -0.55, 1.27], [0.18, 0.52, 0.62]]
}